Below is the molecule BH3S, with properties calculated with ωB97M-V with the def2-TZVPD basis set.

As for the HOMO energy: -10.6 eV. The largest force on an atom is 3.325 eV Å⁻¹. The value obtained for the HOMO-LUMO gap is 11.074 eV. The value obtained for the energy relative to the best compared isomer or geometry (same formula, charge and spin) is 0.00 kJ/mol. The structure (SMILES) is BS. The total energy comes out at -424.8193 Ha. As for the net charge: 0.

CARTESIAN COORDINATES (ANGSTROEM)
B 0.513 0.327 0.019
S -1.234 -0.048 0.018
H 1.343 -0.444 -0.094
H 0.749 1.459 -0.026
H -1.371 -1.295 0.083

---

Below is a cluster of 2 separate species, BH3S3 in total, with properties calculated with ωB97M-V with the def2-TZVPD basis set.

As for the HOMO energy: -9.7 eV. The largest force on an atom is 1.012 eV Å⁻¹. The value obtained for the HOMO-LUMO gap is 9.835 eV. The value obtained for the energy relative to the best compared isomer or geometry (same formula, charge and spin) is 81.50 kJ/mol. The structure (SMILES) is S=BS.S. The total energy comes out at -1221.2347 Ha. As for the net charge: 0.

CARTESIAN COORDINATES (ANGSTROEM)
S 0.079 2.182 -0.659
B 0.954 1.607 0.564
S 1.950 1.114 1.898
H 1.065 0.179 2.241
S -1.901 -1.978 -1.288
H -0.690 -2.383 -1.558
H -1.457 -0.721 -1.197